[1]
{
  "formula": "C16H30FN4OP",
  "method": "ωB97M-V/def2-TZVPD",
  "max_force_ha_per_bohr": 0.02367,
  "smiles": "CCP(N)CC(=O)F.CCCC#N.CCCC#N.CCCC#N",
  "total_energy_ha": -1363.12577,
  "species": ["C", "C", "P", "N", "C", "C", "O", "F", "H", "H", "H", "H", "H", "H", "H", "H", "H", "C", "C", "C", "C", "N", "H", "H", "H", "H", "H", "H", "H", "C", "C", "C", "C", "N", "H", "H", "H", "H", "H", "H", "H", "C", "C", "C", "C", "N", "H", "H", "H", "H", "H", "H", "H"],
  "xyz": [[-1.83484, -0.82557, 1.57868], [-2.32604, -0.41697, 0.17470], [-3.81999, 0.67439, 0.09929], [-3.74477, 1.61471, 1.54017], [-5.24169, -0.52172, 0.27962], [-5.74506, -0.66325, 1.66794], [-6.33916, 0.14076, 2.30720], [-5.44910, -1.86184, 2.22595], [-0.77366, -0.57588, 1.64525], [-1.90054, -1.89599, 1.77322], [-2.31879, -0.27988, 2.38672], [-1.54003, 0.15501, -0.31765], [-2.48264, -1.29193, -0.45799], [-4.49010, 1.44496, 2.20871], [-3.74490, 2.59461, 1.29885], [-6.05065, -0.15928, -0.35139], [-4.90039, -1.47975, -0.10633], [2.34669, -4.75888, 0.81517], [2.56126, -3.42928, 1.52910], [1.37313, -2.47366, 1.37561], [1.16926, -2.05647, -0.01085], [1.02665, -1.73871, -1.10530], [2.24606, -4.62174, -0.26306], [3.19537, -5.42048, 0.98805], [1.44863, -5.26235, 1.17978], [3.46504, -2.95674, 1.15547], [2.71856, -3.61236, 2.59096], [1.54220, -1.58269, 1.98368], [0.45913, -2.93858, 1.74900], [6.01338, -0.24493, -0.16792], [5.72982, 0.48611, 1.13917], [6.32975, -0.21953, 2.36048], [5.72897, -1.53271, 2.58526], [5.26054, -2.56663, 2.75785], [5.55842, -1.23667, -0.17661], [5.60717, 0.31184, -1.01174], [7.08709, -0.36067, -0.32708], [4.65172, 0.59653, 1.27085], [6.14774, 1.49297, 1.08849], [6.17641, 0.38823, 3.25375], [7.40796, -0.33686, 2.23857], [-2.48417, 4.22085, -5.12228], [-2.61851, 4.74592, -3.69791], [-2.51587, 3.63936, -2.64361], [-3.61320, 2.68091, -2.73624], [-4.47842, 1.93150, -2.80384], [-3.29307, 3.53182, -5.36846], [-2.51899, 5.04348, -5.83653], [-1.53615, 3.69729, -5.25912], [-3.56884, 5.27128, -3.58800], [-1.82867, 5.47470, -3.50593], [-2.52464, 4.07787, -1.64322], [-1.56805, 3.10688, -2.74650]]
}


[2]
{
  "formula": "C16H30FO7Ti",
  "method": "ωB97M-V/def2-TZVPD",
  "max_force_ha_per_bohr": 0.03397,
  "e_above_lowest_kcal_mol": 0.00,
  "multiplicity": 4,
  "s2": 3.76,
  "total_energy_ha": -2103.67436,
  "species": ["Ti", "F", "C", "C", "C", "O", "C", "O", "O", "H", "H", "H", "H", "H", "H", "C", "C", "O", "C", "H", "H", "H", "H", "H", "H", "C", "C", "O", "C", "H", "H", "H", "H", "H", "H", "C", "C", "O", "C", "H", "H", "H", "H", "H", "H", "C", "C", "O", "C", "H", "H", "H", "H", "H", "H"],
  "xyz": [[-21.00834, -11.47955, -28.94217], [-19.49307, -12.91767, -29.00645], [-18.00907, -10.22716, -27.75398], [-18.61090, -11.04139, -26.62876], [-17.67733, -11.22355, -25.41544], [-18.42279, -10.65950, -24.33001], [-19.59947, -10.16205, -24.76253], [-20.38448, -9.58276, -24.08014], [-19.76986, -10.39087, -26.07844], [-18.69406, -10.18318, -28.60254], [-17.11163, -10.72265, -28.12616], [-17.73714, -9.22677, -27.41053], [-18.88008, -12.02953, -27.01153], [-16.74532, -10.67400, -25.54380], [-17.46940, -12.27854, -25.25841], [-24.41644, -13.83201, -31.16073], [-23.15082, -13.06671, -30.89278], [-23.07031, -12.32342, -29.92593], [-21.97944, -13.32623, -31.78323], [-24.94550, -13.46695, -32.04225], [-25.08496, -13.81662, -30.30316], [-24.15436, -14.87710, -31.34583], [-21.63889, -14.35704, -31.66419], [-21.13139, -12.69286, -31.51666], [-22.24333, -13.12206, -32.82310], [-22.07577, -7.44213, -26.69672], [-21.36377, -8.01693, -27.87759], [-21.53477, -9.16775, -28.22970], [-20.38038, -7.14843, -28.61764], [-22.70870, -6.61451, -27.03479], [-21.35167, -6.97081, -26.02750], [-22.64435, -8.17874, -26.14122], [-20.90378, -6.49675, -29.31695], [-19.66510, -7.79391, -29.12012], [-19.84060, -6.51716, -27.90731], [-23.56475, -11.56356, -25.06376], [-23.36262, -11.50765, -26.55024], [-22.41470, -12.07798, -27.04991], [-24.31228, -10.68147, -27.37579], [-23.65797, -12.61102, -24.76617], [-24.46283, -11.04763, -24.73206], [-22.68786, -11.15120, -24.56168], [-25.32662, -10.90026, -27.03167], [-24.19359, -10.93321, -28.42317], [-24.11802, -9.63649, -27.13178], [-21.19609, -10.09557, -33.24065], [-21.42050, -9.77204, -31.78072], [-20.71910, -10.41010, -30.85509], [-22.56962, -8.87950, -31.41867], [-21.92457, -10.85700, -33.58031], [-20.19372, -10.52034, -33.32014], [-21.25311, -9.21146, -33.87790], [-23.40133, -9.06897, -32.11346], [-22.38028, -7.79066, -31.40481], [-22.91310, -9.09660, -30.39752]]
}


What is the formula in the first record?
C16H30FN4OP